Record 1
89
Properties=species:S:1:pos:R:3:forces:R:3:lowdin_charge:R:1 method="wB97M-V/def2-TZVPD" homo_ev=-1.5 total_charge=-2 energy_ha=-3466.37261 molar_mass_g_mol=599.32
O -2.121 35.198 -13.448 0.4 0.0 0.4 -0.4146
V -2.583 35.074 -11.909 1.1 -1.6 0.8 0.8508
O -4.097 34.617 -11.995 -0.6 0.1 0.3 -0.3838
O -1.730 33.005 -11.679 -0.9 3.7 1.1 -0.3334
C -1.091 33.072 -10.416 0.5 -1.4 -0.4 -0.3671
C -1.393 34.165 -9.332 -0.8 0.4 -0.2 -0.3879
O -1.877 35.397 -9.795 0.1 -1.1 -2.3 -0.3630
H -0.007 33.024 -10.628 0.2 0.4 0.3 0.0748
H -1.298 32.084 -9.961 0.1 0.1 0.5 0.0806
H -0.493 34.318 -8.711 0.4 -0.1 -0.2 0.0762
H -2.119 33.768 -8.597 -0.2 -0.3 -0.1 0.0728
B -2.820 37.516 -11.833 0.4 0.9 -0.7 -0.4506
H -2.915 38.611 -11.470 -0.1 1.4 0.9 -0.0164
H -3.264 37.509 -12.903 -0.6 -0.1 -1.4 -0.0374
H -1.691 37.260 -11.808 1.4 -0.5 -0.2 -0.0215
H -3.427 36.882 -11.114 -1.2 -1.4 1.3 -0.0339
C 3.168 33.388 -14.555 1.1 0.2 -1.0 -0.0907
C 2.235 33.789 -13.430 -0.4 0.1 0.4 -0.4401
C 2.263 35.314 -13.277 -0.7 -0.1 0.4 -0.2177
O 1.452 35.713 -12.182 0.5 -0.3 -0.3 -0.1853
C 1.547 37.101 -11.926 -0.7 -0.8 0.4 -0.1104
N 0.932 33.186 -13.670 0.3 0.4 -0.4 0.0889
H 4.227 33.597 -14.362 -0.1 0.0 0.4 0.0640
H 2.999 33.939 -15.490 -0.4 0.3 0.2 0.0629
H 3.141 32.353 -14.899 -0.4 -0.2 0.6 0.0705
H 2.624 33.445 -12.466 0.0 -0.4 -0.1 0.1341
H 1.851 35.820 -14.159 0.3 0.0 -0.3 0.1233
H 3.310 35.587 -13.086 0.1 0.4 -0.2 0.1158
H 2.522 37.322 -11.480 0.1 0.3 -0.2 0.0773
H 0.756 37.287 -11.200 0.1 0.2 0.0 0.0880
H 1.324 37.689 -12.820 0.3 0.1 0.0 0.0491
H 0.200 33.545 -13.060 0.0 -0.1 0.4 0.0499
H 0.661 33.494 -14.599 -0.3 -0.3 -0.1 0.0419
C -3.533 31.306 -16.628 0.1 -0.2 0.2 -0.0794
C -2.226 31.791 -15.980 -0.1 1.5 -0.2 -0.3890
C -1.651 32.889 -16.920 -0.8 -0.9 -1.0 -0.2347
O -0.439 33.421 -16.493 0.6 -0.4 0.3 -0.2010
C 0.106 34.438 -17.288 -0.7 0.8 0.6 -0.1078
N -2.526 32.364 -14.641 0.4 0.2 -1.6 0.0943
H -3.447 31.084 -17.696 0.3 -0.3 0.1 0.0621
H -4.325 32.056 -16.565 0.2 0.3 0.2 0.0686
H -3.916 30.445 -16.081 0.1 -0.2 -0.1 0.0653
H -1.475 31.001 -15.895 -0.1 -0.1 0.0 0.1302
H -2.444 33.640 -17.057 0.2 0.4 0.3 0.1295
H -1.529 32.451 -17.927 0.2 -0.1 -0.1 0.1131
H -0.650 35.226 -17.382 0.1 0.2 -0.2 0.0570
H 0.455 34.160 -18.289 -0.1 -0.5 0.0 0.0807
H 0.933 34.867 -16.721 0.1 -0.1 -0.1 0.0754
H -3.326 32.954 -14.849 -0.8 -0.1 0.5 0.0410
H -1.859 33.133 -14.540 0.4 -0.4 0.9 0.0325
C -6.698 37.238 -11.978 -0.9 -0.1 -0.8 -0.0596
C -6.689 38.526 -12.828 0.9 0.2 1.7 -0.3991
C -8.023 39.274 -12.739 0.3 -0.1 -0.4 -0.2156
O -9.065 38.584 -13.417 -0.4 -0.1 -0.2 -0.1886
C -10.063 38.084 -12.562 0.5 -0.4 0.5 -0.1368
N -5.671 39.420 -12.236 -0.1 0.5 0.2 0.0273
H -6.922 37.510 -10.943 -0.2 0.0 0.0 0.0842
H -5.762 36.678 -11.957 0.1 0.2 -0.3 0.0588
H -7.486 36.581 -12.367 0.0 -0.2 0.3 0.0597
H -6.401 38.365 -13.867 -0.2 -0.2 -0.1 0.1368
H -7.941 40.268 -13.185 0.2 0.0 -0.1 0.1160
H -8.278 39.442 -11.686 0.0 -0.2 0.1 0.1149
H -9.646 37.339 -11.873 0.1 0.1 0.2 0.0778
H -10.827 37.531 -13.106 0.0 0.4 -0.4 0.0801
H -10.496 38.891 -11.962 -0.3 0.0 0.0 0.0803
H -5.955 39.609 -11.274 -0.2 0.2 -0.1 0.0629
H -4.804 38.911 -12.056 0.1 -0.1 -0.6 0.0056
C -6.973 30.709 -12.708 0.0 0.2 0.3 -0.0961
C -5.885 31.556 -13.380 0.5 -0.2 1.5 -0.4089
C -6.452 32.915 -13.793 -1.1 -0.4 0.4 -0.2461
O -5.523 33.725 -14.416 0.6 -0.1 -0.5 -0.2007
C -5.967 35.038 -14.678 -0.5 -0.6 0.4 -0.0798
N -4.769 31.704 -12.410 -0.8 0.2 -0.3 0.0633
H -7.812 30.455 -13.359 0.1 -0.1 -0.1 0.0626
H -7.372 31.200 -11.813 -0.1 0.4 -0.2 0.0716
H -6.506 29.815 -12.287 0.0 -0.2 -0.4 0.0690
H -5.442 30.940 -14.165 -0.4 0.5 -0.7 0.1108
H -6.879 33.402 -12.901 0.6 0.1 0.4 0.1290
H -7.391 32.795 -14.370 0.3 -0.2 -0.7 0.1157
H -6.823 34.968 -15.365 0.1 0.3 -0.3 0.0841
H -5.134 35.609 -15.077 0.0 0.0 -0.1 0.0981
H -6.342 35.506 -13.762 0.3 0.0 -0.1 0.0531
H -5.079 31.442 -11.481 0.0 0.2 0.0 0.0562
H -4.510 32.689 -12.365 0.6 -0.2 0.1 0.0192
C -1.931 38.586 -15.228 -0.7 -0.5 0.5 -1.0123
Cl -0.305 39.108 -14.830 0.1 0.1 0.1 0.5141
Cl -1.977 37.882 -16.868 -0.2 0.3 0.1 0.4684
H -2.293 37.840 -14.521 0.6 -0.3 0.0 -0.0165
H -2.639 39.401 -15.095 0.3 0.3 -0.6 0.0356



Record 2
111
Properties=species:S:1:pos:R:3:forces:R:3:lowdin_charge:R:1 method="wB97M-V/def2-TZVPD" homo_ev=-10.2 total_charge=+1 energy_ha=-3359.74774 molar_mass_g_mol=832.27
C 6.768 0.238 -3.460 -0.1 1.2 -0.2 -0.0764
C 7.207 0.635 -4.915 0.4 0.2 -0.4 -0.3738
C 8.008 2.001 -5.008 0.3 -0.8 -0.1 -0.0718
C 6.022 0.678 -5.970 -0.6 -1.2 0.2 -0.1017
C 4.611 0.839 -5.303 3.0 1.1 -0.9 -0.2187
C 4.397 2.104 -4.575 -4.3 -1.8 1.1 0.1120
C 3.053 2.175 -3.962 3.2 -1.5 -2.2 0.0268
C 2.261 1.001 -4.249 -2.1 1.0 1.5 -0.5232
Cl 0.617 0.963 -3.555 1.7 0.4 -0.9 0.7867
N 2.586 -0.076 -4.971 0.0 1.8 1.0 0.0698
N 3.791 -0.178 -5.502 0.2 0.6 0.2 0.1530
H 7.662 -0.046 -2.853 -0.8 0.0 -0.5 0.0927
H 5.972 -0.553 -3.441 0.9 0.6 0.0 0.0865
H 6.366 1.174 -2.973 0.2 -1.0 -0.2 0.0734
H 7.912 -0.168 -5.261 -0.8 0.7 0.2 0.1340
H 8.301 2.385 -4.004 -0.2 -0.1 -0.8 0.0799
H 7.424 2.745 -5.597 0.4 -0.3 0.7 0.0620
H 8.938 1.803 -5.605 -0.8 0.4 0.6 0.0892
H 6.070 -0.291 -6.537 -0.6 0.9 0.5 0.1128
H 6.114 1.482 -6.739 0.2 -0.4 0.7 0.1071
H 5.145 2.908 -4.447 -0.4 -0.8 -0.3 0.1407
H 2.723 3.040 -3.355 -0.1 -1.0 -0.5 0.1322
H 1.908 -0.842 -5.124 0.3 0.2 0.3 0.1866
C -0.976 2.258 0.911 0.1 -0.1 -0.2 -0.6616
O -1.401 2.653 1.985 0.0 0.1 0.1 0.0173
N -0.621 3.122 -0.085 0.0 0.5 0.0 0.1613
N -0.820 0.939 0.616 -0.2 -0.3 0.1 0.1684
H -0.270 2.829 -0.976 0.0 0.0 0.1 0.0648
H -0.725 4.109 0.101 0.0 0.0 0.0 0.0911
H -1.074 0.270 1.329 0.1 -0.1 0.3 0.0674
H -0.471 0.604 -0.262 0.0 0.1 0.0 0.0730
C -1.102 -2.517 -3.366 -0.1 -0.3 0.0 -0.6869
O -0.050 -2.626 -3.997 0.2 0.3 -0.1 -0.0230
N -1.459 -1.359 -2.748 -0.1 0.4 0.1 0.1462
N -1.989 -3.523 -3.228 0.0 -0.4 -0.3 0.1738
H -2.310 -1.237 -2.227 0.0 -0.3 0.1 0.0880
H -0.817 -0.600 -2.834 -0.1 -0.2 0.1 -0.0388
H -1.766 -4.398 -3.668 0.0 0.1 0.0 0.1123
H -2.849 -3.437 -2.712 0.1 0.1 0.3 0.0678
C 4.268 -1.094 -9.197 0.4 -0.3 -0.2 -0.6825
O 5.103 -1.592 -8.461 -0.1 0.2 0.1 0.0239
N 4.288 -1.251 -10.544 0.0 -0.1 -0.1 0.1689
N 3.236 -0.331 -8.719 -0.3 0.6 0.3 0.1451
H 3.610 -0.849 -11.164 0.0 0.0 0.0 0.1005
H 5.033 -1.805 -10.929 0.0 0.1 0.0 0.1151
H 3.193 -0.197 -7.724 0.0 -0.2 -0.2 0.0528
H 2.534 0.092 -9.299 0.0 -0.1 0.0 0.0972
C -4.713 -2.786 -0.136 -0.2 0.1 0.2 -0.6700
O -3.674 -2.915 -0.774 0.0 0.1 -0.3 0.0002
N -5.054 -1.624 0.477 0.2 0.3 -0.1 0.1655
N -5.610 -3.797 0.010 0.0 -0.4 -0.1 0.1597
H -5.898 -1.498 1.005 0.0 0.0 0.0 0.1006
H -4.413 -0.854 0.392 0.0 -0.1 0.1 0.1051
H -5.390 -4.673 -0.430 0.0 0.1 0.1 0.1091
H -6.465 -3.714 0.528 0.0 0.0 0.0 0.0998
C -2.460 -0.397 3.868 -0.3 0.3 0.3 -0.6816
O -1.411 -0.565 3.247 0.3 -0.2 -0.3 -0.0272
N -2.787 0.785 4.439 0.2 0.5 0.1 0.1779
N -3.379 -1.380 4.033 -0.1 -0.6 -0.3 0.1636
H -3.640 0.938 4.951 0.0 -0.3 0.1 0.0696
H -2.131 1.541 4.335 -0.1 -0.1 -0.2 0.0976
H -3.173 -2.275 3.625 0.1 0.1 0.0 0.1020
H -4.241 -1.257 4.538 0.1 0.2 0.2 0.0635
C 2.241 -2.106 5.758 -0.4 0.3 0.0 -0.6648
O 3.085 -2.613 6.487 0.1 -0.2 -0.2 0.0018
N 2.257 -2.253 4.405 0.3 -0.2 -0.4 0.1551
N 1.221 -1.356 6.241 -0.1 0.2 0.4 0.1781
H 1.573 -1.845 3.793 -0.1 0.0 0.1 0.0920
H 2.999 -2.803 4.012 -0.1 0.0 0.1 0.1012
H 1.175 -1.226 7.242 -0.1 -0.1 0.0 0.0888
H 0.519 -0.932 5.660 0.0 -0.1 -0.1 0.0919
C 2.466 -1.765 10.068 0.3 -0.2 -0.2 -0.6894
O 1.297 -1.616 9.727 0.0 0.1 0.0 -0.0007
N 3.391 -2.335 9.260 -0.2 -0.2 0.0 0.1579
N 2.928 -1.365 11.289 -0.2 0.2 0.4 0.1408
H 4.351 -2.465 9.515 -0.1 0.1 0.1 0.0965
H 3.074 -2.641 8.346 0.3 0.1 -0.1 0.0537
H 2.267 -0.937 11.912 0.1 0.0 -0.1 0.0991
H 3.878 -1.476 11.588 0.0 0.0 -0.1 0.0896
C -6.392 -0.454 6.462 -0.4 0.1 0.0 -0.6623
O -5.356 -0.047 5.943 0.2 -0.1 -0.2 -0.0084
N -7.620 -0.124 6.001 0.0 0.4 -0.2 0.1707
N -6.388 -1.270 7.547 0.5 -0.3 0.3 0.1696
H -8.478 -0.450 6.411 0.0 -0.3 -0.1 0.0825
H -7.661 0.480 5.200 0.0 0.0 0.1 0.1093
H -5.493 -1.536 7.919 -0.1 0.0 0.0 0.1136
H -7.220 -1.611 7.986 0.0 0.2 -0.1 0.0776
C 5.925 3.273 -9.789 0.2 0.0 -0.3 -0.6938
O 6.336 2.466 -10.599 -0.1 0.0 0.1 0.0399
N 4.899 2.991 -8.929 -0.3 -0.3 0.4 0.1420
N 6.448 4.526 -9.668 0.2 0.2 0.0 0.1515
H 4.542 3.640 -8.253 0.0 0.1 -0.1 0.0846
H 4.489 2.074 -8.991 0.0 0.0 0.0 0.0729
H 7.204 4.768 -10.285 -0.1 0.0 0.0 0.1098
H 6.122 5.206 -9.007 0.0 0.0 -0.1 0.0912
C -9.593 -3.748 6.556 -0.1 0.0 -0.1 -0.6775
O -9.439 -2.662 6.014 0.1 0.0 0.2 0.0106
N -8.957 -4.099 7.708 0.2 0.1 0.2 0.1580
N -10.418 -4.703 6.050 -0.2 -0.1 -0.3 0.1551
H -9.074 -4.985 8.163 0.0 0.0 0.0 0.1008
H -8.339 -3.423 8.115 0.0 -0.2 0.0 0.0793
H -10.907 -4.482 5.200 0.0 0.0 0.1 0.1079
H -10.561 -5.600 6.475 0.0 0.0 0.0 0.0985
C -2.634 6.336 1.412 -0.1 -0.1 0.2 -0.6929
O -1.540 6.575 0.915 0.0 -0.1 -0.2 0.0019
N -3.704 7.169 1.260 -0.1 0.4 -0.3 0.1443
N -2.870 5.224 2.151 0.3 -0.1 0.1 0.1592
H -4.607 6.994 1.657 0.1 0.0 0.0 0.0915
H -3.563 8.002 0.717 0.0 -0.1 0.1 0.1020
H -2.097 4.587 2.281 -0.2 -0.2 0.0 0.0652
H -3.757 5.006 2.566 0.0 0.0 0.0 0.0965



Number 1: gap between HOMO and LUMO 5.74 eV. Number 2: gap between HOMO and LUMO 5.16 eV.